Record 1
Entry from the OMol25 dataset: a 7-piece molecular cluster, C36H79BNO16P2 overall (ωB97M-V with the def2-TZVPD basis set).

XYZ file:
```
135
C36H79BNO16P2 ωB97M-V with the def2-TZVPD basis set
C -0.9205 -1.6447 0.1378
O 0.0526 -1.2368 -0.7927
C 0.8701 -2.2496 -1.3496
C 2.3084 -2.1209 -0.8588
C 2.5433 -2.6455 0.5667
C 2.3087 -1.6066 1.6892
C 3.4733 -1.4519 2.6845
C 4.8771 -1.3397 2.0565
C 4.9332 -0.4133 0.8323
C 6.0539 0.6233 0.9000
C 6.2741 1.3926 -0.4098
C 5.0085 1.6995 -1.2208
C 4.2157 2.9616 -0.8073
B 2.9105 2.7184 0.1914
P 3.0621 3.5476 1.9606
N 4.7673 3.5457 2.4307
O 2.5170 2.3453 3.0317
P 1.2509 3.5075 -0.4860
O 1.7616 4.8862 -1.2796
O 0.9440 2.4894 -1.7924
H -0.6309 -2.5647 0.6547
H -1.8924 -1.7932 -0.3434
H -1.0244 -0.8605 0.8882
H 0.4704 -3.2417 -1.1097
H 0.8490 -2.1222 -2.4365
H 2.5386 -1.0526 -0.8967
H 2.9638 -2.6215 -1.5762
H 1.8397 -3.4702 0.7247
H 3.5401 -3.0744 0.6516
H 2.0565 -0.6350 1.2630
H 1.4316 -1.9085 2.2676
H 3.2893 -0.5377 3.2579
H 3.4662 -2.2770 3.4028
H 5.5595 -0.9615 2.8238
H 5.2377 -2.3391 1.8023
H 5.0773 -1.0057 -0.0752
H 3.9910 0.1245 0.7391
H 5.8539 1.3083 1.7248
H 6.9825 0.1031 1.1674
H 7.0018 0.8691 -1.0351
H 6.7377 2.3560 -0.1656
H 4.3305 0.8469 -1.2174
H 5.3279 1.8247 -2.2625
H 4.9092 3.7253 -0.4322
H 3.8435 3.3832 -1.7538
H 2.6161 1.5392 0.2829
H 5.0216 2.6702 2.8798
H 5.3626 3.6405 1.6149
H 3.2017 2.1239 3.6639
H 2.3822 4.7056 -1.9930
H 1.5672 2.6168 -2.5142
O -0.8765 -3.2781 6.5190
C -1.1305 -2.1365 6.2340
O -0.1379 -1.2306 6.3010
C -0.3018 0.1318 5.8717
C -0.8747 0.9785 6.9864
C -2.5262 -1.6845 5.8787
H -0.8917 0.1909 4.9578
H 0.7060 0.4603 5.6200
H -1.8756 0.6567 7.2708
H -0.9213 2.0285 6.6933
H -0.2458 0.8924 7.8705
H -3.0509 -1.4530 6.8060
H -3.0311 -2.5149 5.3921
H -2.5713 -0.8203 5.2213
O -1.2010 -0.0858 10.0392
C -0.1397 -0.3782 10.5121
O 0.4089 0.4532 11.4277
C 1.5959 0.1194 12.1498
C 2.8522 0.4822 11.3858
C 0.6263 -1.5926 10.0410
H 1.5848 -0.9315 12.4422
H 1.5294 0.7053 13.0655
H 2.9347 -0.0829 10.4577
H 3.7352 0.2763 11.9917
H 2.8425 1.5418 11.1317
H 1.2004 -1.3134 9.1569
H -0.0944 -2.3498 9.7449
H 1.2991 -2.0196 10.7805
O -2.9210 1.0346 3.8127
C -2.9230 2.2333 3.7139
O -4.1165 2.8425 3.5431
C -4.2592 4.2661 3.5492
C -3.9875 4.8729 2.1884
C -1.6623 3.0573 3.7018
H -3.6364 4.7107 4.3259
H -5.2961 4.4314 3.8390
H -2.9583 4.7086 1.8702
H -4.1695 5.9480 2.2129
H -4.6433 4.4240 1.4425
H -1.2647 3.0992 2.6861
H -0.9201 2.5735 4.3307
H -1.7985 4.0717 4.0658
O -1.9207 -0.5385 -6.9118
C -2.0952 0.2251 -5.9920
O -1.2559 0.1991 -4.9605
C -1.2873 1.1811 -3.9009
C -2.2708 0.8165 -2.8135
C -3.2946 1.1470 -5.9615
H -1.4680 2.1737 -4.3132
H -0.2824 1.1850 -3.4878
H -3.2982 0.7870 -3.1817
H -2.2070 1.5474 -2.0080
H -2.0310 -0.1657 -2.4071
H -4.1406 0.6045 -5.5392
H -3.5324 1.4200 -6.9869
H -3.1474 2.0616 -5.3947
O 2.4172 -1.7061 -11.7741
C 1.4304 -2.0528 -11.1834
O 1.1679 -1.5123 -9.9828
C -0.0709 -1.7338 -9.2870
C -0.0472 -3.0050 -8.4683
C 0.5173 -3.1282 -11.7335
H -0.9078 -1.7079 -9.9859
H -0.1835 -0.8795 -8.6263
H 0.0749 -3.8904 -9.0948
H -0.9766 -3.0970 -7.9074
H 0.7820 -2.9772 -7.7621
H 0.9084 -4.0978 -11.4271
H 0.5488 -3.0697 -12.8182
H -0.5165 -3.0494 -11.4090
O -6.3714 -2.4728 -4.4818
C -6.3217 -2.3460 -5.6713
O -7.3590 -1.7347 -6.2935
C -7.3223 -1.3737 -7.6759
C -7.7421 -2.5143 -8.5794
C -5.1868 -2.9014 -6.4998
H -6.3413 -0.9795 -7.9448
H -8.0293 -0.5496 -7.7587
H -7.0557 -3.3577 -8.5059
H -7.7672 -2.1831 -9.6181
H -8.7354 -2.8658 -8.3007
H -5.4021 -3.9434 -6.7344
H -4.2764 -2.8570 -5.9078
H -5.0037 -2.3571 -7.4226
```

The value obtained for the HOMO energy is -3.699 eV. As for the LUMO energy: 1.8 eV. Its charge is -1.

---

Record 2
Entry from the OMol25 dataset: a 4-piece molecular cluster, C36H81BF3N2O2 overall at a distorted geometry (ωB97M-V with the def2-TZVPD basis set).

XYZ file:
```
125
C36H81BF3N2O2 ωB97M-V with the def2-TZVPD basis set
C -6.0594 -5.6752 10.4788
C -6.0427 -7.1092 9.7453
C -4.7252 -7.9280 10.1478
C -3.5850 -7.8727 9.0272
C -3.8242 -9.0849 7.9936
C -4.1214 -8.5931 6.4972
C -2.8059 -8.5402 5.5805
C -1.6618 -7.5817 6.1481
C -1.9719 -6.0126 5.8985
C -1.1741 -5.5178 4.5729
C -2.0394 -4.5261 3.6660
C -1.7514 -2.9729 3.9390
C -0.6503 -2.3370 2.9688
C -1.3459 -1.8439 1.5888
N -1.6933 -0.3503 1.6400
C -3.1454 -0.0901 1.3389
C -3.4499 1.1621 0.4039
O -4.9053 1.3221 0.4332
C -5.2715 2.5815 1.0269
C -6.8650 2.6979 0.8338
F -7.4187 1.4111 1.0353
F -7.4480 3.5815 1.7457
F -7.2004 3.0169 -0.4986
B -0.6970 0.3388 0.7264
N -0.5699 0.0939 -0.7197
O 0.2342 1.2724 1.3254
H -6.4156 -4.8870 9.7322
H -6.7748 -5.6568 11.3701
H -5.0320 -5.4221 10.9146
H -6.1298 -6.9107 8.6310
H -6.9638 -7.6969 10.0500
H -4.3002 -7.4556 11.1029
H -4.9669 -9.0233 10.3862
H -3.5059 -6.8813 8.4849
H -2.5990 -8.0944 9.5583
H -2.9585 -9.8386 7.9900
H -4.7360 -9.6844 8.3299
H -4.6065 -7.5687 6.5601
H -4.8494 -9.3116 5.9859
H -3.1026 -8.1110 4.5545
H -2.3903 -9.5773 5.3625
H -0.6655 -7.8780 5.6731
H -1.5344 -7.7628 7.2679
H -3.0949 -5.8146 5.7911
H -1.5586 -5.4412 6.8009
H -0.1839 -5.0772 4.9280
H -0.9982 -6.4657 3.9636
H -3.1428 -4.7150 3.9212
H -1.9378 -4.7596 2.5579
H -2.7596 -2.4290 3.8614
H -1.3956 -2.8960 5.0230
H -0.1148 -1.4596 3.4818
H 0.1083 -3.1287 2.6399
H -0.6256 -2.0867 0.7386
H -2.2552 -2.5020 1.4460
H -1.4917 -0.0667 2.6187
H -3.6495 0.1322 2.3454
H -3.7097 -0.9767 0.9102
H -3.2070 0.9897 -0.7026
H -3.0347 2.1549 0.7899
H -5.0885 2.5521 2.1533
H -4.7400 3.4488 0.5240
H -0.6664 0.9443 -1.2851
H -1.2342 -0.6154 -1.0520
H -0.0127 2.1535 0.9790
C -0.5480 2.7172 -7.4130
C -1.5653 1.6249 -7.1144
C -2.2298 1.7791 -5.7453
C -1.2790 1.6866 -4.5483
C -0.4726 0.3891 -4.4561
C -1.3432 -0.8476 -4.2835
H 0.2814 2.7021 -6.7036
H -0.1290 2.5764 -8.4127
H -1.0152 3.7047 -7.3795
H -1.0892 0.6428 -7.2011
H -2.3455 1.6547 -7.8819
H -3.0149 1.0225 -5.6480
H -2.7413 2.7474 -5.7060
H -1.8686 1.8047 -3.6293
H -0.5834 2.5320 -4.5682
H 0.2035 0.4625 -3.5963
H 0.1651 0.2710 -5.3367
H -1.9560 -0.7706 -3.3796
H -0.7162 -1.7385 -4.1913
H -2.0058 -0.9994 -5.1378
C 6.1987 5.1536 -7.3668
C 4.9007 4.5611 -7.8968
C 3.7343 4.6931 -6.9154
C 3.9175 3.9581 -5.5841
C 4.1705 2.4538 -5.7007
C 3.0136 1.6991 -6.3397
H 6.5398 4.6394 -6.4654
H 6.9883 5.0616 -8.1172
H 6.0761 6.2149 -7.1352
H 5.0571 3.5122 -8.1681
H 4.6326 5.0795 -8.8234
H 2.8212 4.3396 -7.4054
H 3.5680 5.7553 -6.7029
H 3.0209 4.1207 -4.9742
H 4.7443 4.4115 -5.0272
H 4.3360 2.0524 -4.6950
H 5.0905 2.2623 -6.2615
H 2.0934 1.8391 -5.7662
H 3.2328 0.6282 -6.3690
H 2.8346 2.0261 -7.3665
C 6.7558 7.1510 0.0683
C 7.5095 7.8284 -1.0679
C 6.6814 7.9597 -2.3478
C 6.2472 6.6347 -2.9813
C 7.3880 5.6814 -3.3426
C 8.3391 6.2509 -4.3859
H 6.4794 6.1248 -0.1840
H 7.3811 7.1125 0.9642
H 5.8460 7.7039 0.3163
H 8.4401 7.2878 -1.2676
H 7.8029 8.8320 -0.7425
H 7.2519 8.5432 -3.0769
H 5.7831 8.5488 -2.1300
H 5.6715 6.8579 -3.8872
H 5.5561 6.1168 -2.3077
H 6.9529 4.7556 -3.7357
H 7.9495 5.3990 -2.4465
H 7.8048 6.4951 -5.3071
H 9.1129 5.5178 -4.6289
H 8.8414 7.1524 -4.0278
```

The value obtained for the HOMO energy is -11.862 eV. As for the LUMO energy: -2.9 eV. Its charge is +1.